Entry 1:
Molecular formula: C38H50BBiN10O5Sb2
Method: DFT, wB97M-V/def2-TZVPD

The geometry in XYZ format:
```
107
Properties=species:S:1:pos:R:3
Bi 0.07 -0.04 0.27
C -0.24 4.29 2.26
C -1.21 3.72 1.27
C -2.55 3.82 1.36
C -3.28 2.97 0.38
N -1.33 2.82 -0.84
N -0.62 3.03 0.25
B -0.70 2.34 -2.17
N -1.18 0.90 -2.54
C -2.09 0.59 -3.47
C -2.03 -0.77 -3.72
C -1.02 -1.23 -2.87
C -0.40 -2.59 -2.87
N -0.54 -0.23 -2.13
N 0.83 2.36 -2.00
C 1.62 3.35 -2.45
C 2.89 3.15 -1.98
C 2.80 1.99 -1.21
C 3.91 1.32 -0.48
N 1.55 1.52 -1.22
N -1.06 3.27 -3.31
C -0.75 3.10 -4.62
C -1.09 4.25 -5.28
C -1.61 5.10 -4.28
C -2.16 6.49 -4.42
N -1.58 4.51 -3.10
H -0.76 4.79 3.07
H 0.44 5.00 1.78
H 0.37 3.49 2.68
H -3.06 4.40 2.12
H -4.32 3.25 0.26
H -2.69 1.36 -3.93
H -2.59 -1.33 -4.44
H -1.09 -3.34 -3.23
H -0.04 -2.90 -1.89
H 0.46 -2.58 -3.54
H 1.21 4.13 -3.07
H 3.76 3.75 -2.16
H 4.68 2.05 -0.21
H 4.39 0.57 -1.11
H 3.57 0.86 0.44
H -0.29 2.19 -4.97
H -0.99 4.46 -6.33
H -1.97 6.87 -5.43
H -1.69 7.16 -3.71
H -3.23 6.51 -4.25
O 0.33 -1.23 4.59
C -0.17 -0.95 3.51
O 0.15 -1.41 2.36
C -1.34 0.02 3.51
C -2.00 0.38 4.67
C -3.14 1.16 4.57
C -3.58 1.57 3.32
C -2.85 1.17 2.22
N -1.75 0.42 2.31
C -3.17 1.49 0.78
O -2.69 3.11 -0.91
O -3.15 0.60 -0.04
H -1.62 0.03 5.62
H -3.70 1.44 5.46
H -4.47 2.18 3.20
C -3.09 -2.54 2.16
Sb -1.81 -2.46 0.48
C -3.25 -3.17 -0.91
C -0.74 -4.26 0.98
C -0.09 -4.95 -0.19
C -0.87 -5.75 -1.02
C -0.35 -6.36 -2.14
C 1.00 -6.19 -2.45
C 1.79 -5.42 -1.62
C 1.27 -4.79 -0.48
C 2.20 -3.99 0.36
Sb 2.36 -1.89 -0.04
C 2.96 -1.99 -2.08
C 4.25 -1.68 0.89
H -3.63 -3.48 2.07
H -3.80 -1.71 2.16
H -2.51 -2.53 3.07
H -3.74 -4.04 -0.46
H -2.82 -3.44 -1.86
H -3.98 -2.37 -1.06
H -1.50 -4.90 1.43
H -0.05 -3.95 1.76
H -1.92 -5.90 -0.77
H -0.98 -6.98 -2.77
H 1.43 -6.67 -3.32
H 2.85 -5.31 -1.84
H 3.23 -4.29 0.16
H 2.03 -4.08 1.43
H 4.04 -2.16 -2.12
H 2.71 -1.05 -2.58
H 2.45 -2.81 -2.57
H 4.98 -1.58 0.09
H 4.43 -2.59 1.46
H 4.28 -0.81 1.54
C 3.13 1.24 5.43
N 2.96 0.53 4.18
C 3.30 -0.88 4.18
C 2.36 1.12 3.15
O 2.12 0.61 2.05
H 2.53 0.77 6.21
H 2.82 2.28 5.32
H 4.18 1.22 5.74
H 2.79 -1.37 5.01
H 4.38 -1.01 4.27
H 2.94 -1.33 3.26
H 2.09 2.17 3.35
```

Calculated values
- Kohn-Sham gap (spin up / spin down) (eV) = 6.50 / 7.94
- total charge = +1
- relative energy (zero: lowest compared OMol25 entry of this formula, charge and spin) (kJ/mol) = 349.1
- spin multiplicity = 2

Atom charges from the Löwdin analysis, given in e for atoms 1 to 6: 1.63 -0.01 -0.34 0.00 -0.22 -0.01

---

Entry 2:
Molecular formula: C38H50BN8ORuS
Method: DFT, wB97M-V/def2-TZVPD

The geometry in XYZ format:
```
100
Properties=species:S:1:pos:R:3
Ru 0.39 -0.05 -0.57
C -3.10 0.87 1.57
C -1.95 1.82 1.49
C -1.91 3.04 2.17
C -0.73 3.64 1.80
C -0.21 4.97 2.23
N -0.11 2.80 0.95
N -0.85 1.68 0.76
B 1.14 3.13 0.13
N 2.31 2.20 0.47
N 2.27 0.87 0.27
C 3.49 0.38 0.46
C 3.85 -1.05 0.24
C 4.34 1.43 0.83
C 3.56 2.57 0.83
C 3.97 3.96 1.16
N 0.77 2.99 -1.36
N 0.32 1.84 -1.87
C 0.05 2.02 -3.16
C -0.48 0.95 -4.05
C 0.34 3.36 -3.49
C 0.79 3.94 -2.32
C 1.16 5.36 -2.09
H -3.79 1.21 2.34
H -2.78 -0.14 1.81
H -3.64 0.82 0.62
H -2.66 3.43 2.85
H -0.86 5.38 3.00
H -0.19 5.67 1.39
H 0.80 4.89 2.63
H 1.47 4.26 0.34
H 3.10 -1.53 -0.39
H 3.93 -1.59 1.18
H 4.82 -1.11 -0.26
H 5.39 1.36 1.06
H 5.00 3.96 1.49
H 3.35 4.37 1.96
H 3.88 4.62 0.29
H -0.74 0.07 -3.46
H 0.26 0.68 -4.81
H -1.37 1.30 -4.57
H 0.23 3.82 -4.45
H 1.08 5.91 -3.03
H 2.18 5.46 -1.72
H 0.50 5.83 -1.36
O 2.17 -0.30 -2.20
N 2.01 -0.90 -3.34
C 2.80 -0.56 -4.37
C 2.70 -1.17 -5.60
C 1.75 -2.18 -5.77
C 0.93 -2.51 -4.72
C 1.06 -1.87 -3.48
S 0.08 -2.25 -2.13
H 3.51 0.22 -4.16
H 3.35 -0.86 -6.40
H 1.66 -2.69 -6.72
H 0.17 -3.27 -4.81
C -3.97 0.25 -2.91
C -3.72 -0.71 -1.78
C -4.72 -1.61 -1.38
C -4.49 -2.50 -0.35
C -5.57 -3.44 0.11
C -3.26 -2.51 0.31
C -2.23 -1.59 -0.02
C -2.53 -0.70 -1.09
N -1.03 -1.43 0.58
C -0.45 -2.03 1.78
C -1.31 -3.00 2.61
C -0.53 -3.48 3.84
C 0.73 -4.23 3.39
C 1.61 -3.28 2.57
C 2.02 -2.10 3.45
C 0.77 -1.36 3.91
C -0.13 -2.30 4.72
C -0.01 -0.86 2.69
C 0.83 -2.79 1.35
H -5.02 0.53 -2.96
H -3.70 -0.22 -3.86
H -3.37 1.15 -2.80
H -5.68 -1.59 -1.88
H -6.41 -3.43 -0.58
H -5.94 -3.14 1.09
H -5.19 -4.46 0.18
H -3.11 -3.25 1.08
H -1.78 0.06 -1.33
H -1.57 -3.87 2.01
H -2.23 -2.50 2.93
H -1.17 -4.16 4.41
H 0.46 -5.10 2.79
H 1.28 -4.58 4.27
H 2.50 -3.81 2.23
H 2.67 -1.41 2.90
H 2.58 -2.46 4.32
H 1.05 -0.50 4.52
H -1.02 -1.76 5.06
H 0.41 -2.65 5.60
H 0.61 -0.19 2.09
H -0.89 -0.31 3.02
H 0.54 -3.64 0.72
H 1.43 -2.11 0.75
```

Calculated values
- Kohn-Sham gap (spin up / spin down) (eV) = 5.38 / 5.83
- total charge = 0
- spin multiplicity = 2

Atom charges from the Löwdin analysis, given in e for atoms 1 to 6: 1.28 -0.01 -0.31 0.01 -0.27 -0.02

---

Entry 3:
Molecular formula: C38H50N4P3V
Method: DFT, wB97M-V/def2-TZVPD

The geometry in XYZ format:
```
96
Properties=species:S:1:pos:R:3
V -0.66 0.09 0.39
C 2.57 -0.36 1.93
C 2.42 0.06 0.50
C 1.99 1.33 0.16
C 2.05 1.78 -1.17
C 1.58 3.17 -1.50
C 2.58 0.94 -2.13
C 2.99 -0.35 -1.83
C 3.54 -1.24 -2.89
C 2.90 -0.78 -0.51
H 3.59 -0.16 2.27
H 2.39 -1.43 2.06
H 1.89 0.19 2.58
H 1.72 2.03 0.94
H 2.04 3.53 -2.42
H 1.82 3.86 -0.70
H 0.50 3.20 -1.64
H 2.70 1.31 -3.14
H 4.33 -0.74 -3.45
H 2.78 -1.53 -3.61
H 3.96 -2.16 -2.47
H 3.29 -1.75 -0.25
C -0.52 0.95 -3.57
P -1.39 0.54 -2.02
C -2.56 -0.70 -2.69
C -2.45 2.01 -1.73
C -2.58 3.02 -2.67
C -3.38 4.12 -2.43
C -4.07 4.22 -1.23
C -3.95 3.22 -0.28
C -3.14 2.11 -0.51
P -2.93 0.80 0.75
C -4.41 -0.26 0.59
C -3.31 1.62 2.33
H 0.04 1.88 -3.47
H -1.23 1.04 -4.40
H 0.19 0.15 -3.78
H -3.16 -0.24 -3.47
H -3.22 -1.09 -1.92
H -2.00 -1.53 -3.12
H -2.04 2.96 -3.61
H -3.47 4.90 -3.17
H -4.70 5.08 -1.04
H -4.49 3.32 0.65
H -5.31 0.34 0.47
H -4.51 -0.83 1.52
H -4.34 -0.97 -0.23
H -4.37 1.89 2.38
H -2.71 2.52 2.47
H -3.09 0.93 3.14
C -1.63 -5.13 1.50
N -2.03 -4.63 0.19
C -1.10 -5.16 -0.80
N 0.30 -4.86 -0.52
C 0.62 -5.35 0.81
N -0.25 -4.83 1.86
C -0.05 -3.40 2.06
P -0.39 -2.44 0.52
C -2.04 -3.18 0.16
C 0.61 -3.45 -0.66
H -1.75 -6.21 1.50
H -2.30 -4.70 2.26
H -1.35 -4.76 -1.79
H -1.20 -6.25 -0.83
H 1.66 -5.09 1.05
H 0.53 -6.44 0.81
H 0.98 -3.22 2.39
H -0.71 -3.03 2.85
H -2.38 -2.84 -0.83
H -2.76 -2.79 0.90
H 1.67 -3.29 -0.46
H 0.43 -3.10 -1.68
N -0.35 0.81 1.94
C -0.13 1.35 3.07
C -0.24 0.54 4.30
C 0.22 -0.77 4.32
C 0.04 -1.56 5.43
C -0.59 -1.04 6.56
C -1.02 0.27 6.56
C -0.84 1.07 5.44
C 0.21 2.79 3.15
C 0.97 3.27 4.21
C 1.36 4.60 4.25
C 0.99 5.47 3.23
C 0.23 4.99 2.17
C -0.15 3.67 2.13
H 0.73 -1.15 3.44
H 0.42 -2.57 5.44
H -0.73 -1.66 7.43
H -1.50 0.69 7.43
H -1.18 2.09 5.45
H 1.27 2.61 5.01
H 1.96 4.96 5.07
H 1.30 6.50 3.27
H -0.07 5.66 1.38
H -0.74 3.30 1.29
```

Calculated values
- Kohn-Sham gap (spin up / spin down) (eV) = 6.56 / 6.17
- total charge = +1
- relative energy (zero: lowest compared OMol25 entry of this formula, charge and spin) (kJ/mol) = 24.8
- spin multiplicity = 2

Atom charges from the Löwdin analysis, given in e for atoms 1 to 6: 0.30 -0.03 -0.28 -0.04 -0.27 -0.03

---

Entry 4:
Molecular formula: C38H50SbSr
Method: DFT, wB97M-V/def2-TZVPD

The geometry in XYZ format:
```
90
Properties=species:S:1:pos:R:3
Sr -0.50 -0.63 -1.74
C -2.03 -2.72 -1.50
C -0.86 -3.06 -0.75
C -0.93 -2.33 0.48
C -2.09 -1.51 0.39
C -2.78 -1.75 -0.81
C -4.02 -1.02 -1.29
C -5.06 -0.96 -0.17
C -3.63 0.41 -1.68
C -4.63 -1.72 -2.51
C -0.27 -2.61 1.84
C 1.25 -2.77 1.82
C -0.91 -3.90 2.39
C -0.60 -1.51 2.86
C 0.25 -3.94 -1.34
C -0.06 -4.29 -2.81
C 1.61 -3.18 -1.35
C 0.40 -5.28 -0.61
H -2.28 -3.13 -2.47
H -2.45 -0.88 1.19
H -4.68 -0.44 0.71
H -5.34 -1.97 0.14
H -5.96 -0.44 -0.51
H -3.19 0.96 -0.83
H -4.49 0.99 -2.03
H -2.91 0.42 -2.52
H -4.89 -2.75 -2.27
H -3.94 -1.73 -3.35
H -5.53 -1.20 -2.82
H 1.58 -3.60 1.20
H 1.60 -2.96 2.83
H 1.74 -1.86 1.46
H -0.71 -4.76 1.75
H -1.99 -3.78 2.47
H -0.51 -4.12 3.38
H -0.25 -0.53 2.52
H -0.09 -1.73 3.80
H -1.66 -1.44 3.07
H -0.20 -3.40 -3.43
H -0.96 -4.90 -2.90
H 0.77 -4.86 -3.23
H 1.61 -2.33 -0.66
H 1.85 -2.81 -2.36
H 2.44 -3.81 -1.05
H -0.57 -5.78 -0.54
H 0.78 -5.16 0.40
H 1.08 -5.93 -1.15
C 3.76 3.58 -0.34
C 3.96 2.70 0.86
C 5.18 2.79 1.53
C 5.46 2.03 2.66
C 4.51 1.14 3.14
C 3.30 1.03 2.49
C 3.00 1.80 1.36
Sb 1.03 1.36 0.68
C -0.27 2.75 1.64
C -1.51 2.21 1.97
C -2.50 2.98 2.57
C -2.23 4.31 2.84
C -1.00 4.86 2.52
C 0.00 4.10 1.91
C 1.31 4.75 1.57
C 0.81 2.11 -1.32
C -0.20 3.03 -1.62
C -0.56 3.32 -2.93
C 0.09 2.68 -3.98
C 1.10 1.76 -3.70
C 1.47 1.47 -2.39
C 2.56 0.45 -2.14
H 4.10 4.59 -0.13
H 2.72 3.64 -0.65
H 4.34 3.22 -1.19
H 5.92 3.49 1.16
H 6.41 2.13 3.15
H 4.71 0.54 4.02
H 2.56 0.32 2.87
H -1.70 1.16 1.77
H -3.45 2.54 2.82
H -2.99 4.93 3.31
H -0.81 5.90 2.74
H 1.27 5.82 1.75
H 1.55 4.60 0.51
H 2.13 4.33 2.15
H -0.72 3.53 -0.81
H -1.34 4.04 -3.14
H -0.18 2.89 -5.00
H 1.62 1.27 -4.52
H 2.69 -0.22 -2.98
H 2.39 -0.15 -1.24
H 3.52 0.95 -1.97
```

Calculated values
- Kohn-Sham gap (eV) = 7.39
- total charge = +1
- relative energy (zero: lowest compared OMol25 entry of this formula, charge and spin) (kJ/mol) = 7.5

Atom charges from the Löwdin analysis, given in e for atoms 1 to 6: 1.46 -0.16 -0.26 -0.21 -0.11 -0.32

---

Number 1: DFT total energy -3121.5597 Eh. Number 2: DFT total energy -2509.2582 Eh. Number 3: DFT total energy -3664.9049 Eh. Number 4: DFT total energy -1748.7625 Eh.